1.
# C10H15N2O

An isolated ion of composition C10H15N2O and charge -1 in a non-equilibrium geometry (wB97M-V/def2-TZVPD, the OMol25 dataset).

```
28
Properties=species:S:1:pos:R:3:mulliken_charge:R:1
C -1.044 1.045 2.717 -0.5352
C -0.855 2.021 1.752 -0.4114
C -0.933 -0.550 1.168 -0.7977
C 1.035 0.247 -0.103 -1.1829
C 1.782 0.471 0.957 0.3073
C -0.464 0.329 0.048 1.4605
C 3.299 0.727 1.027 -1.5474
C -0.704 -1.534 -1.606 -1.6754
C -2.653 -0.128 -1.035 -1.5467
C -1.135 -0.131 -1.199 0.4914
N -1.196 -0.228 2.365 -0.7351
N -0.772 1.670 0.494 0.8512
O -0.775 2.544 -0.482 -0.8267
H -1.186 1.124 3.772 0.4228
H -0.883 3.115 2.089 0.2160
H -1.072 -1.580 0.877 0.2764
H 1.581 0.056 -1.068 0.2463
H 1.411 0.707 1.964 0.1298
H 3.725 1.177 0.130 0.3342
H 3.437 1.271 1.862 0.4456
H 3.946 -0.187 0.846 0.2627
H -1.367 -2.233 -1.063 0.3767
H 0.293 -1.958 -1.467 0.3968
H -0.807 -1.465 -2.716 0.3764
H -2.833 -0.384 0.025 0.3473
H -3.079 -0.951 -1.685 0.4464
H -3.082 0.781 -1.281 0.3520
H -0.737 0.499 -2.056 0.5186
```

Its spin multiplicity is 3. As for the molar mass: 179.24 Da. Its expectation value of S² is 2.013. As for the net charge: -1. For the electronic energy, the calculation gives -15635.35244 eV. Its orbital gap (alpha / beta) is 3.7 / 7.5 eV.

2.
# C55H49CsNOP3Si

C55H49CsNOP3Si as an isolated structure in a non-equilibrium geometry (wB97M-V/def2-TZVPD, the OMol25 dataset).

```
111
Properties=species:S:1:pos:R:3:mulliken_charge:R:1
Cs -1.467 -0.566 -1.133 2.1168
C -0.033 -3.242 -2.025 -1.6832
Si 1.372 -1.964 -1.502 0.9107
C 2.312 -2.106 -3.164 -0.1347
C 2.858 -3.235 -3.752 0.0210
C 3.538 -3.156 -4.956 -1.0202
C 3.654 -1.939 -5.605 -0.8587
C 3.062 -0.809 -5.068 -0.5750
C 2.393 -0.903 -3.854 -0.0888
P 1.631 0.487 -2.959 0.7353
C 1.646 1.752 -4.324 -0.2906
C 2.123 3.057 -4.197 -0.1627
C 2.010 3.955 -5.244 -0.6986
C 1.391 3.581 -6.426 -0.4953
C 0.850 2.308 -6.541 -0.8256
C 0.956 1.417 -5.493 -0.5731
C 3.142 1.031 -2.074 0.4410
C 3.141 1.165 -0.692 -0.1685
C 4.285 1.571 -0.025 -0.6023
C 5.441 1.848 -0.736 -0.7070
C 5.454 1.706 -2.113 -0.8808
C 4.314 1.295 -2.779 -0.2607
C 2.219 -3.236 -0.362 -0.4793
C 3.444 -3.856 -0.547 -0.5011
C 3.848 -4.897 0.272 -0.9442
C 3.027 -5.324 1.302 -0.9116
C 1.835 -4.665 1.553 -0.6441
C 1.446 -3.613 0.732 0.9147
P 0.044 -2.513 1.106 0.1574
C 0.977 -1.512 2.329 0.1180
C 1.142 -0.154 2.101 0.5252
C 1.925 0.612 2.947 -0.4367
C 2.528 0.029 4.047 -1.2681
C 2.337 -1.319 4.305 -0.9588
C 1.576 -2.087 3.446 0.1846
C -0.929 -3.537 2.275 -0.2784
C -1.427 -3.053 3.483 -0.5729
C -2.183 -3.870 4.304 -0.7093
C -2.490 -5.165 3.915 -0.5996
C -2.060 -5.629 2.681 -0.6838
C -1.293 -4.820 1.868 -0.3439
H 0.423 -4.188 -2.313 0.3501
H -0.645 -2.907 -2.864 0.3536
H -0.694 -3.456 -1.183 0.5695
H 2.763 -4.195 -3.261 0.5294
H 3.985 -4.042 -5.389 0.4046
H 4.200 -1.869 -6.537 0.4393
H 3.131 0.126 -5.608 0.3803
H 2.621 3.358 -3.284 0.4793
H 2.420 4.951 -5.143 0.4065
H 1.325 4.276 -7.251 0.3983
H 0.355 2.013 -7.457 0.4190
H 0.539 0.419 -5.583 0.5203
H 2.240 0.935 -0.141 0.5351
H 4.278 1.668 1.052 0.4393
H 6.332 2.175 -0.219 0.3938
H 6.356 1.915 -2.672 0.4113
H 4.333 1.187 -3.854 0.3715
H 4.091 -3.520 -1.346 0.6024
H 4.791 -5.396 0.091 0.4023
H 3.324 -6.157 1.925 0.4216
H 1.214 -4.998 2.375 0.3055
H 0.634 0.296 1.258 0.1396
H 2.066 1.667 2.755 0.7365
H 3.142 0.622 4.706 0.4202
H 2.777 -1.774 5.180 0.4564
H 1.450 -3.140 3.645 0.4071
H -1.195 -2.040 3.789 0.5538
H -2.528 -3.498 5.260 0.4195
H -3.069 -5.804 4.568 0.3875
H -2.318 -6.629 2.361 0.4348
H -0.935 -5.185 0.913 0.4150
N -0.407 2.869 1.031 -0.0057
C -0.870 2.743 2.323 -0.4694
C -0.157 3.348 3.361 -0.4631
C -0.621 3.318 4.657 -0.7395
C -1.801 2.658 4.957 -0.9094
C -2.519 2.054 3.944 -0.8335
C -2.093 2.112 2.619 1.1801
P -2.999 1.225 1.299 0.7517
C -3.463 2.550 0.113 0.2282
C -3.130 3.892 0.268 0.3384
C -3.428 4.803 -0.732 -0.7927
C -4.065 4.389 -1.890 -0.5522
C -4.439 3.061 -2.034 -0.7636
C -4.143 2.151 -1.038 -0.5847
C -4.627 1.030 2.123 -0.4575
C -5.559 2.062 2.162 -0.3151
C -6.769 1.883 2.807 -0.6742
C -7.056 0.675 3.422 -0.5848
C -6.126 -0.351 3.404 -0.5389
C -4.919 -0.180 2.747 -0.2285
H 0.595 2.929 0.926 0.2956
H -0.864 2.312 0.324 -0.1883
H 0.769 3.858 3.136 0.5064
H -0.059 3.810 5.436 0.4027
H -2.166 2.609 5.972 0.4398
H -3.432 1.528 4.184 0.4074
H -2.634 4.224 1.168 0.3851
H -3.156 5.842 -0.606 0.4295
H -4.274 5.098 -2.677 0.4004
H -4.953 2.739 -2.929 0.4485
H -4.456 1.116 -1.146 0.4802
H -5.336 3.003 1.680 0.4179
H -7.485 2.691 2.829 0.4174
H -8.009 0.534 3.911 0.3766
H -6.340 -1.286 3.899 0.4487
H -4.191 -0.983 2.718 0.4414
O -0.992 2.467 -2.279 -0.3107
H -0.298 2.373 -2.950 0.1018
H -0.972 3.390 -2.003 0.2434
```

Its spin multiplicity is 1. As for the molar mass: 993.92 Da. Its relative energy (zero: lowest compared OMol25 entry of this formula, charge and spin) is 70.2 kJ/mol. As for the net charge: 0. For the electronic energy, the calculation gives -97660.00196 eV. Its orbital gap is 5.5 eV.

3.
# C20H26ClNO3

C20H26ClNO3 in the gas phase (wB97M-V/def2-TZVPD, the OMol25 dataset).

```
51
Properties=species:S:1:pos:R:3:mulliken_charge:R:1
C -6.164 -1.523 -1.237 -0.7910
C -5.029 -1.721 -0.593 -0.1834
C -3.689 -1.264 -1.077 -0.3170
H -3.037 -2.134 -1.201 0.2636
C -3.055 -0.278 -0.082 -1.2751
C -1.694 0.178 -0.576 0.9503
O -1.582 1.187 -1.245 -0.6453
N -0.616 -0.582 -0.253 0.4801
C -0.614 -1.906 0.320 -0.8446
H -1.613 -2.191 0.643 0.6203
C 0.349 -1.974 1.505 -0.6486
C 1.747 -1.532 1.084 -1.6750
H 2.420 -1.536 1.943 0.3879
H 2.136 -2.236 0.345 0.4606
C 1.710 -0.124 0.457 2.9668
C 3.088 0.147 -0.156 -0.6899
O 3.839 1.019 0.193 -0.6327
O 3.368 -0.721 -1.130 -0.3010
C 4.644 -0.597 -1.765 -0.3317
C 5.730 -1.300 -0.964 -1.1153
H 5.473 -2.347 -0.816 0.2916
H 6.673 -1.239 -1.499 0.4097
H 5.844 -0.822 0.006 0.2982
H 4.517 -1.056 -2.747 0.3418
H 4.882 0.465 -1.875 0.3335
C 0.692 -0.155 -0.699 -2.3839
H 0.575 0.832 -1.149 0.5081
H 1.060 -0.852 -1.462 0.7859
C 1.424 0.942 1.544 -1.4686
C 0.386 1.967 1.188 0.7210
C -0.866 1.954 1.787 -0.5264
C -1.815 2.905 1.456 -0.5859
C -1.534 3.880 0.519 -0.5678
C -0.282 3.894 -0.074 0.1356
C 0.678 2.956 0.257 -0.5561
H 1.653 2.990 -0.205 0.6426
Cl 0.092 5.110 -1.239 -0.2504
H -2.272 4.617 0.245 0.4317
H -2.787 2.883 1.928 0.4384
H -1.103 1.196 2.520 0.3289
H 1.126 0.448 2.468 0.5742
H 2.368 1.460 1.736 0.4265
H 0.384 -2.997 1.883 0.4672
H -0.027 -1.334 2.304 0.3346
H -0.286 -2.621 -0.449 0.1566
H -3.000 -0.713 0.916 0.3203
H -3.681 0.614 -0.032 0.4864
H -3.786 -0.774 -2.046 0.4105
H -5.026 -2.236 0.359 0.2781
H -7.108 -1.867 -0.851 0.2741
H -6.193 -1.011 -2.185 0.2644
```

Its spin multiplicity is 1. As for the molar mass: 363.88 Da. Its relative energy (zero: lowest compared OMol25 entry of this formula, charge and spin) is 29.1 kJ/mol. As for the net charge: 0. For the electronic energy, the calculation gives -41317.78600 eV. Its structure (SMILES) is C=CCCC(=O)N1CCC[C@@](Cc2cccc(Cl)c2)(C(=O)OCC)C1. Its orbital gap is 9.3 eV.

4.
# C37H37Cl6GeN2O4P2SeY

C37H37Cl6GeN2O4P2SeY as an isolated structure in a non-equilibrium geometry (wB97M-V/def2-TZVPD, the OMol25 dataset).

```
91
Properties=species:S:1:pos:R:3:mulliken_charge:R:1
Y 13.088 14.620 7.345 0.9225
O 14.557 16.921 4.314 -0.5934
Cl 14.664 16.025 5.361 1.7768
O 15.941 15.463 5.653 -0.4843
O 13.724 14.867 5.106 -0.7530
O 14.137 16.636 6.660 -0.5511
C 16.858 19.199 11.124 -0.8293
N 15.934 18.277 10.461 -0.0820
P 16.681 17.184 9.335 0.7769
C 18.202 16.552 10.142 1.0019
C 18.102 15.381 10.878 -0.6016
C 19.225 14.847 11.477 -0.7565
C 20.493 15.516 11.396 -0.8408
C 20.525 16.648 10.570 -0.7318
C 19.424 17.134 9.918 -0.2572
C 17.265 18.361 8.074 1.0367
C 16.665 19.613 7.773 -0.2979
C 17.155 20.328 6.665 -0.5302
C 18.133 19.846 5.840 -0.7479
C 18.716 18.647 6.131 -0.7608
C 18.350 17.917 7.286 -0.9122
P 14.135 18.494 10.379 0.8214
C 13.404 17.447 11.631 -0.4036
C 14.040 16.099 11.938 1.1791
C 13.302 15.125 12.849 -1.1381
C 12.118 15.448 13.384 -0.5185
C 11.549 16.710 13.024 -0.8810
C 12.126 17.570 12.125 -0.5333
C 13.937 20.154 11.119 0.3066
C 13.435 21.164 10.209 -0.6433
C 13.619 22.518 10.623 -0.5629
C 13.912 22.737 11.991 -0.4125
C 14.412 21.728 12.807 -0.7736
C 14.360 20.426 12.413 -0.5610
H 16.759 19.054 12.261 0.1724
H 16.691 20.264 10.850 0.2443
H 17.881 18.910 10.715 0.3871
H 17.099 14.921 10.965 0.2800
H 19.168 13.917 11.969 0.4962
H 21.318 15.045 11.940 0.3795
H 21.416 17.265 10.490 0.3722
H 19.500 18.087 9.346 0.3514
H 15.959 20.089 8.455 0.1798
H 16.779 21.317 6.507 0.4280
H 18.381 20.391 4.976 0.4606
H 19.552 18.277 5.528 0.3723
H 18.749 16.874 7.469 0.3452
H 15.134 16.089 12.016 0.3767
H 13.798 14.144 13.127 0.3233
H 11.564 14.766 14.027 0.3953
H 10.568 17.071 13.455 0.2747
H 11.520 18.449 11.813 0.3484
H 12.916 20.871 9.297 0.4864
H 13.528 23.369 9.952 0.4135
H 13.778 23.772 12.298 0.3639
H 15.007 22.052 13.627 0.3714
H 14.561 19.639 13.090 0.6468
Cl 10.370 18.147 6.578 -0.1758
C 10.160 16.616 7.357 0.0812
C 10.868 15.441 7.138 0.1021
C 10.443 14.190 7.488 0.3336
Cl 11.168 12.701 6.822 -0.2155
C 9.577 14.093 8.586 0.2438
Cl 8.880 12.608 9.018 -0.2024
C 9.158 15.334 9.196 0.0093
Cl 8.572 15.322 10.769 -0.1438
C 9.293 16.604 8.511 0.0885
Cl 8.476 18.005 9.098 -0.1577
C 15.479 9.015 7.739 -1.0613
Ge 15.702 9.976 9.398 0.5424
C 14.735 9.168 10.918 -1.1589
C 17.515 10.244 9.976 -1.0792
C 14.747 11.741 9.122 -1.0947
Se 15.234 12.328 7.354 -0.0630
C 17.113 12.872 7.587 -0.7059
H 15.931 9.567 6.865 0.3475
H 14.428 8.838 7.499 0.3259
H 16.076 8.128 7.740 0.4324
H 15.071 9.580 11.889 0.3499
H 14.998 8.082 10.976 0.3744
H 13.645 9.302 10.681 0.3345
H 17.891 9.452 10.627 0.4035
H 17.490 11.164 10.597 0.3063
H 18.249 10.404 9.180 0.3291
H 14.951 12.464 9.931 0.3369
H 13.734 11.471 8.956 0.5580
H 17.341 13.462 6.700 0.4183
H 17.822 12.094 7.717 0.4321
H 17.133 13.516 8.521 0.0052
N 13.229 15.023 9.584 -0.5450
C 13.701 15.371 10.598 0.1150
```

Its spin multiplicity is 1. As for the molar mass: 1088.86 Da. Its relative energy (zero: lowest compared OMol25 entry of this formula, charge and spin) is 642.4 kJ/mol. As for the net charge: 0. For the electronic energy, the calculation gives -266745.23188 eV. Its orbital gap is 4.8 eV.